# 1
This record from the OMol25 dataset describes a 2-piece molecular cluster, C3H10NO2 overall in a non-equilibrium geometry. The level of theory is the ωB97M-V functional and the def2-TZVPD basis.

Last column: Mulliken charge in e.
Positions of all 16 atoms, in Å:
C1 -0.05017 -0.84486 0.10289  -0.25
N1 -1.23705 0.00985 0.26459  -0.54
C2 -0.86995 1.44125 0.72262  -0.36
O1 -0.05650 1.95555 -0.16547  -0.82
C3 -0.44118 -2.36581 -0.09683  -1.21
H1 0.62650 -0.76301 0.92276  0.42
H2 0.58183 -0.64675 -0.78688  0.17
H3 -1.45501 0.30738 -0.63764  0.26
H4 -1.81704 2.08741 0.83626  0.21
H5 -0.37948 1.24818 1.75639  0.25
H6 -1.23461 -2.49904 0.66651  0.38
H7 -0.87728 -2.47202 -1.11613  0.21
H8 0.47435 -2.89378 -0.09589  0.37
H9 2.78920 1.45436 -1.29587  0.23
H10 1.41662 1.92716 -0.45315  0.46
O2 2.52977 2.05415 -0.62415  -0.78

Values from the calculation:
* Kohn-Sham gap: 7.7 eV
* highest occupied orbital energy: -3.58 eV
* M: 92.12 g/mol
* total charge: -1
* energy above the lowest of the compared OMol25 structures with the same formula, charge and spin: 96.47 kJ/mol
* E_LUMO: 4.1 eV
* DFT total energy: -8857.7941 eV
* max |F|: 0.06392 Eh/bohr



# 2
This record from the OMol25 dataset describes a 2-piece molecular cluster, C3H10NO2 overall in a non-equilibrium geometry. The level of theory is the ωB97M-V functional and the def2-TZVPD basis.

Last column: Mulliken charge in e.
Positions of all 16 atoms, in Å:
C1 -1.65419 -0.17067 -0.13950  -0.33
C2 -0.68280 0.70392 0.76625  -0.56
C3 0.39967 1.37983 -0.13883  -0.74
O1 1.39488 0.58798 -0.57300  -0.87
N1 -1.51899 -1.60707 0.08177  -0.67
H1 -2.68880 0.17564 -0.14509  0.27
H2 -1.38556 0.07225 -1.24295  0.19
H3 -0.44104 0.05816 1.64053  0.46
H4 -1.36323 1.54366 0.97963  0.19
H5 0.00199 2.08397 -0.94614  0.29
H6 0.62947 2.12202 0.64185  0.25
H7 -1.17745 -2.23006 -0.63592  0.26
H8 -0.86168 -1.75731 0.83255  0.25
H9 3.55393 -1.12462 0.21190  0.26
H10 2.51813 -0.58298 -0.62810  0.50
O2 3.27567 -1.25472 -0.70493  -0.74

Values from the calculation:
* Kohn-Sham gap: 7.3 eV
* highest occupied orbital energy: -2.98 eV
* M: 92.12 g/mol
* total charge: -1
* energy above the lowest of the compared OMol25 structures with the same formula, charge and spin: 140.13 kJ/mol
* E_LUMO: 4.4 eV
* DFT total energy: -8857.3416 eV
* max |F|: 0.08243 Eh/bohr



# 3
This record from the OMol25 dataset describes a 2-piece molecular cluster, C3H10NO2 overall in a non-equilibrium geometry. The level of theory is the ωB97M-V functional and the def2-TZVPD basis.

Last column: Mulliken charge in e.
Positions of all 16 atoms, in Å:
O1 1.03935 -1.49974 0.23036  -0.56
C1 2.22043 -1.45501 0.04018  0.15
O2 2.83984 -0.36947 -0.43277  -0.42
H1 2.87821 -2.30881 0.24551  0.38
H2 3.67983 -0.21342 0.01514  0.36
C2 -2.22143 0.04884 -0.53285  -0.85
N1 -1.10589 0.19029 0.46012  -0.10
C3 -0.19154 1.32215 0.20087  -0.93
H3 -2.66960 -0.92658 -0.35172  0.36
H4 -2.89300 0.87403 -0.32520  0.36
H5 -1.89238 0.01219 -1.56553  0.35
H6 -0.54635 -0.67919 0.34926  0.46
H7 -1.40409 0.23905 1.43646  0.36
H8 0.26313 1.10841 -0.75472  0.38
H9 0.69468 1.37125 0.83409  0.33
H10 -0.69119 2.28600 0.15080  0.37

Values from the calculation:
* Kohn-Sham gap: 12.5 eV
* highest occupied orbital energy: -15.38 eV
* M: 92.12 g/mol
* total charge: +1
* energy above the lowest of the compared OMol25 structures with the same formula, charge and spin: 59.46 kJ/mol
* E_LUMO: -2.9 eV
* DFT total energy: -8851.7245 eV
* max |F|: 0.02700 Eh/bohr



# 4
This record from the OMol25 dataset describes a 2-piece molecular cluster, C3H10NO2 overall in a non-equilibrium geometry. The level of theory is the ωB97M-V functional and the def2-TZVPD basis.

Last column: Mulliken charge in e.
Positions of all 16 atoms, in Å:
O1 -0.91656 -0.75511 0.66111  -0.43
C1 -1.54724 -1.70469 0.91111  0.22
O2 -1.45650 -2.81243 0.18156  -0.40
H1 -2.53268 -1.57831 1.39192  0.24
H2 -2.26757 -3.27130 0.09020  0.35
C2 0.73013 1.67410 -1.78342  -0.73
N1 0.85374 1.36467 -0.29716  -0.19
C3 2.07023 1.93654 0.38501  -0.97
H3 0.29506 0.78100 -2.21706  0.36
H4 -0.03547 2.44923 -1.79482  0.33
H5 1.67514 2.10923 -2.07093  0.28
H6 1.21084 0.44645 -0.00256  0.42
H7 -0.03302 1.33545 0.21517  0.40
H8 3.03242 1.69059 -0.06495  0.38
H9 2.02167 1.46281 1.37303  0.38
H10 2.21269 2.98471 0.67090  0.36

Values from the calculation:
* Kohn-Sham gap: 11.8 eV
* highest occupied orbital energy: -14.76 eV
* M: 92.12 g/mol
* total charge: +1
* energy above the lowest of the compared OMol25 structures with the same formula, charge and spin: 181.76 kJ/mol
* E_LUMO: -3.0 eV
* DFT total energy: -8850.4569 eV
* max |F|: 0.09449 Eh/bohr



# 5
This record from the OMol25 dataset describes an isolated ion of composition C3H10NO2 and charge +1 in a non-equilibrium geometry. The level of theory is the ωB97M-V functional and the def2-TZVPD basis.

Last column: Mulliken charge in e.
Positions of all 16 atoms, in Å:
C1 1.20955 0.63327 1.09449  -1.14
C2 0.56200 0.23446 -0.25437  -0.06
N1 -0.27585 1.29017 -0.85166  -0.23
C3 -0.40149 -1.05371 -0.00880  0.00
O1 -0.78021 -1.38140 -1.33456  -0.60
O2 -1.47987 -0.58136 0.71916  -0.54
H1 0.26309 0.46716 1.76268  0.28
H2 1.63233 1.67301 1.24250  0.31
H3 2.02952 0.03591 1.54476  0.33
H4 1.34991 -0.07928 -0.98953  0.33
H5 0.08652 2.25146 -1.00977  0.34
H6 -1.15833 1.28901 -0.30655  0.37
H7 -0.46746 0.82343 -1.67833  0.36
H8 0.04447 -2.03192 0.25444  0.52
H9 -0.84391 -2.37245 -1.61202  0.38
H10 -1.77027 -1.19777 1.42756  0.35

Values from the calculation:
* Kohn-Sham gap: 12.2 eV
* highest occupied orbital energy: -15.53 eV
* M: 92.12 g/mol
* total charge: +1
* energy above the lowest of the compared OMol25 structures with the same formula, charge and spin: 166.24 kJ/mol
* E_LUMO: -3.3 eV
* DFT total energy: -8850.6177 eV
* structure (SMILES): C[C@H]([NH3+])C(O)O
* max |F|: 0.08437 Eh/bohr



# 6
This record from the OMol25 dataset describes a 2-piece molecular cluster, C3H10NO2 overall in a non-equilibrium geometry. The level of theory is the ωB97M-V functional and the def2-TZVPD basis.

Last column: Mulliken charge in e.
Positions of all 16 atoms, in Å:
C1 1.27486 -0.71028 0.82245  -0.77
C2 0.54118 0.87862 -0.91900  -0.60
C3 -2.21104 -0.22008 0.10221  0.28
N1 0.57502 -0.50719 -0.44128  -0.35
O1 -2.46879 0.91862 0.62159  -0.43
O2 -3.12663 -1.08201 -0.03272  -0.27
H1 0.57625 -0.74567 1.67737  0.23
H2 1.77637 -1.77337 0.80098  0.31
H3 2.09050 0.10938 0.97280  0.28
H4 1.45698 1.46366 -0.60522  0.33
H5 0.49740 0.97676 -2.12238  0.29
H6 -0.33832 1.43921 -0.47186  -0.09
H7 0.87215 -1.02289 -1.25556  0.26
H8 -1.19568 -0.50566 -0.31895  0.66
H9 -1.63010 1.63789 0.61114  0.49
H10 -3.97134 -0.84195 0.26060  0.38

Values from the calculation:
* Kohn-Sham gap: 9.2 eV
* highest occupied orbital energy: -13.67 eV
* M: 92.12 g/mol
* total charge: +1
* energy above the lowest of the compared OMol25 structures with the same formula, charge and spin: 301.02 kJ/mol
* E_LUMO: -4.5 eV
* DFT total energy: -8849.2209 eV
* max |F|: 0.07939 Eh/bohr



# 7
This record from the OMol25 dataset describes a 2-piece molecular cluster, C3H10NO2 overall in a non-equilibrium geometry. The level of theory is the ωB97M-V functional and the def2-TZVPD basis.

Last column: Mulliken spin population.
Positions of all 16 atoms, in Å:
O1 -0.46920 1.92830 -1.22580  0.84
C1 -0.23759 2.03647 -0.02628  -0.02
C2 -0.30813 0.73367 0.70099  0.11
C3 -1.52523 -0.14939 0.21209  0.00
N1 1.08146 0.18784 0.37705  0.00
H1 0.15130 2.90643 0.42145  0.06
H2 -0.19589 0.69479 1.78336  0.00
H3 -1.22969 -0.55798 -0.71348  0.01
H4 -2.19858 0.61871 -0.10662  0.00
H5 -2.03824 -0.79768 0.90038  0.00
H6 0.97242 -0.96385 0.49051  0.00
H7 1.70844 0.65806 1.10980  0.00
H8 1.31033 0.14915 -0.67955  0.00
H9 1.70353 -2.14187 -1.36914  0.00
H10 0.29123 -2.93363 -1.19004  0.00
O2 0.98385 -2.36902 -0.68473  0.00

Values from the calculation:
* Kohn-Sham gap (alpha / beta): 8.6 / 5.4 eV
* spin multiplicity: 2
* highest occupied orbital energy (alpha / beta): -20.25 / -20.25 eV
* M: 92.12 g/mol
* total charge: +2
* energy above the lowest of the compared OMol25 structures with the same formula, charge and spin: 263.96 kJ/mol
* E_LUMO (alpha / beta): -11.7 / -14.8 eV
* expectation value of S²: 0.758
* DFT total energy: -8834.9819 eV
* max |F|: 0.06976 Eh/bohr



# 8
This record from the OMol25 dataset describes C3H10NO3 as an isolated structure in a non-equilibrium geometry. The level of theory is the ωB97M-V functional and the def2-TZVPD basis.

Last column: Mulliken charge in e.
Positions of all 17 atoms, in Å:
C1 -0.94678 1.24171 -0.09391  -1.71
C2 1.35021 -0.30645 0.70599  0.32
C3 -0.58161 -0.16246 0.21163  0.55
N1 -0.66440 -1.13175 -0.98798  -0.26
O1 1.86436 0.93156 0.49016  -0.51
O2 1.90806 -1.23864 -0.16449  -0.60
O3 -1.37620 -0.58205 1.30646  -0.52
H1 -2.03412 1.17686 -0.40632  0.45
H2 -0.98964 1.59766 0.89557  0.45
H3 -0.37021 1.79552 -0.73845  0.40
H4 1.36929 -0.58660 1.80742  0.32
H5 -0.71608 -0.61917 -1.80136  0.32
H6 -1.46159 -1.78978 -0.92684  0.39
H7 0.16912 -1.76452 -0.98926  0.33
H8 1.99335 1.45380 1.23679  0.34
H9 2.87293 -0.95204 -0.45933  0.37
H10 -1.88240 0.16091 1.66997  0.37

Values from the calculation:
* Kohn-Sham gap: 10.4 eV
* highest occupied orbital energy: -13.57 eV
* M: 108.12 g/mol
* total charge: +1
* energy above the lowest of the compared OMol25 structures with the same formula, charge and spin: 306.84 kJ/mol
* E_LUMO: -3.2 eV
* DFT total energy: -10897.2835 eV
* max |F|: 0.07971 Eh/bohr



# 9
This record from the OMol25 dataset describes a 2-piece molecular cluster, C3H10NO3 overall in a non-equilibrium geometry. The level of theory is the ωB97M-V functional and the def2-TZVPD basis.

Last column: Mulliken charge in e.
Positions of all 17 atoms, in Å:
O1 2.42235 1.15799 -0.53548  -0.42
C1 1.36460 1.28635 -1.07773  -0.07
C2 0.21767 0.41417 -0.73144  0.24
C3 -1.13224 1.24993 -0.82107  -0.72
O2 -2.12047 0.28272 -0.66771  -0.54
N1 0.18515 -0.15441 0.63042  -0.30
H1 1.02357 1.95207 -1.88659  0.29
H2 0.22295 -0.45293 -1.52878  0.29
H3 -1.22404 1.70527 -1.83574  0.41
H4 -1.46469 2.10656 -0.14220  0.37
H5 -3.06950 0.54415 -0.73092  0.33
H6 0.77368 0.39326 1.32112  0.41
H7 -0.83733 0.03766 1.08583  0.41
H8 0.46171 -1.14391 0.66295  0.31
H9 1.46740 -3.70358 1.77837  0.31
H10 0.61535 -2.85921 2.65594  0.31
O3 1.09384 -2.81609 1.82304  -0.65

Values from the calculation:
* Kohn-Sham gap: 11.1 eV
* highest occupied orbital energy: -14.60 eV
* M: 108.12 g/mol
* total charge: +1
* energy above the lowest of the compared OMol25 structures with the same formula, charge and spin: 268.51 kJ/mol
* E_LUMO: -3.5 eV
* DFT total energy: -10897.6808 eV
* max |F|: 0.06620 Eh/bohr



# 10
This record from the OMol25 dataset describes a 2-piece molecular cluster, C3H10NO3 overall in a non-equilibrium geometry. The level of theory is the ωB97M-V functional and the def2-TZVPD basis.

Last column: Mulliken spin population.
Positions of all 17 atoms, in Å:
C1 0.34756 -2.53139 0.84788  0.11
C2 0.51048 -1.01204 0.80769  0.01
C3 -0.50301 -0.15638 -1.20492  0.76
N1 -0.42856 2.80014 -0.68200  0.40
O1 -0.37630 0.09584 -2.44984  0.23
O2 -1.65171 -0.02409 -0.58644  0.11
O3 0.55955 -0.55480 -0.58887  0.41
H1 -0.67544 -2.82224 0.49558  0.00
H2 1.15262 -2.69213 0.19916  -0.01
H3 0.38593 -2.75422 1.95394  0.00
H4 1.53816 -0.82965 1.17324  0.01
H5 -0.26319 -0.45616 1.23310  0.00
H6 0.35431 3.47610 -0.85639  0.00
H7 -1.17974 3.31134 -0.39240  -0.01
H8 -0.09120 2.27668 0.18010  -0.01
H9 0.42534 -0.03531 -2.94935  -0.01
H10 -2.47483 0.34954 -0.84271  0.00

Values from the calculation:
* Kohn-Sham gap (alpha / beta): 6.2 / 4.2 eV
* spin multiplicity: 3
* highest occupied orbital energy (alpha / beta): -9.25 / -14.30 eV
* M: 108.12 g/mol
* total charge: +1
* energy above the lowest of the compared OMol25 structures with the same formula, charge and spin: 197.22 kJ/mol
* E_LUMO (alpha / beta): -3.0 / -10.1 eV
* expectation value of S²: 2.008
* DFT total energy: -10891.2278 eV
* max |F|: 0.10957 Eh/bohr



# 11
This record from the OMol25 dataset describes a 3-piece molecular cluster, C3H10NO3S overall in a non-equilibrium geometry. The level of theory is the ωB97M-V functional and the def2-TZVPD basis.

Last column: Mulliken charge in e.
Positions of all 18 atoms, in Å:
C1 0.26104 -1.58681 -0.66841  -0.76
C2 0.29795 -0.59131 -1.90119  -0.67
S1 1.73389 0.47465 -1.81416  -0.64
C3 -0.61628 -1.10860 0.44820  0.56
N1 -0.27856 -1.60408 1.68462  -0.39
O1 -1.57764 -0.37559 0.32654  -0.60
H1 1.30052 -1.55265 -0.32308  0.28
H2 0.13366 -2.59966 -1.03682  0.39
H3 -0.63593 -0.03932 -1.77335  0.21
H4 0.22742 -1.17854 -2.81826  0.26
H5 -0.84522 -1.38469 2.47053  0.26
H6 0.35187 -2.37695 1.80726  0.19
H7 0.36080 1.20658 2.14998  0.32
H8 -0.51737 2.45183 1.74764  0.30
O2 0.16372 2.12389 2.33551  -0.66
H9 -0.03922 2.60119 -0.11872  0.31
H10 -0.07722 2.43702 -1.60186  0.28
O3 -0.24342 3.10303 -0.91444  -0.62

Values from the calculation:
* Kohn-Sham gap: 6.2 eV
* highest occupied orbital energy: -2.84 eV
* M: 140.18 g/mol
* total charge: -1
* energy above the lowest of the compared OMol25 structures with the same formula, charge and spin: 86.49 kJ/mol
* E_LUMO: 3.4 eV
* DFT total energy: -21742.6354 eV
* max |F|: 0.04369 Eh/bohr



# 12
This record from the OMol25 dataset describes a 2-piece molecular cluster, C3H10NO3S overall in a non-equilibrium geometry. The level of theory is the ωB97M-V functional and the def2-TZVPD basis.

Last column: Mulliken spin population.
Positions of all 18 atoms, in Å:
O1 -0.04265 1.44480 -1.37004  0.07
C1 -0.90211 0.96154 -0.55715  1.01
O2 -2.21079 1.40207 -0.39193  -0.10
C2 -0.43489 0.36082 0.76295  0.02
C3 -1.15637 -0.97275 1.03443  0.06
S1 -0.16503 -2.21292 1.91442  0.02
N1 0.97763 0.14246 0.43196  -0.10
H1 -2.54616 1.93433 -1.10885  0.03
H2 -0.57515 1.02760 1.61627  0.07
H3 -2.11653 -0.81520 1.53850  -0.04
H4 -1.50875 -1.38586 0.11702  -0.05
H5 -0.55670 -2.07349 3.18727  0.00
H6 1.68798 0.55321 1.04495  -0.03
H7 1.21241 -0.83150 0.32848  0.01
H8 1.06026 0.59897 -0.53382  0.02
H9 1.92872 0.19962 -3.25504  0.00
H10 3.13192 -0.05906 -2.28632  0.00
O3 2.21620 -0.27462 -2.47310  0.00

Values from the calculation:
* Kohn-Sham gap (alpha / beta): 4.7 / 9.5 eV
* spin multiplicity: 2
* highest occupied orbital energy (alpha / beta): -4.31 / -9.18 eV
* M: 140.18 g/mol
* total charge: 0
* energy above the lowest of the compared OMol25 structures with the same formula, charge and spin: 173.74 kJ/mol
* E_LUMO (alpha / beta): 0.4 / 0.3 eV
* expectation value of S²: 0.753
* DFT total energy: -21738.2932 eV
* max |F|: 0.03096 Eh/bohr



> Which value of energy above the lowest of the compared OMol25 structures with the same formula, charge and spin does entry 12 give?

173.74 kJ/mol